No. 1
{"formula": "C16H11Cl5CoF4N2O", "method": "ωB97M-V with the def2-TZVPD basis set", "total_charge": 1, "homo_energy_ha": [-0.4311, -0.4316], "lumo_energy_ev": [-5.0206, -5.0972], "species": ["Co", "Cl", "Cl", "Cl", "Cl", "Cl", "F", "F", "F", "F", "O", "N", "N", "C", "C", "C", "C", "C", "C", "C", "C", "C", "C", "C", "C", "C", "C", "C", "C", "H", "H", "H", "H", "H", "H", "H", "H", "H", "H", "H"], "positions_angstrom": [[-1.0779, 0.0475, -0.1480], [4.8027, -0.4423, -3.3687], [2.9246, -0.3673, -5.8607], [-1.3112, -0.1728, -2.4858], [-0.1687, -0.2348, -5.4348], [3.5649, -0.3290, -0.4649], [1.2166, -3.0726, 4.6829], [0.5690, -0.5749, 4.0567], [-0.8422, -4.6447, 0.7611], [-1.4369, -2.0787, 0.0819], [0.6795, -0.2080, -0.4392], [-0.9714, -0.0646, 1.6091], [-1.2916, 1.9748, 0.0493], [2.2724, -0.3322, -4.2752], [1.2028, -0.2550, -1.6797], [-0.5298, -1.2935, 2.0887], [-0.0847, 2.6655, -0.4680], [0.5310, -2.8676, 3.5678], [0.1804, -3.9338, 2.7612], [-0.6405, 1.1978, 2.2457], [-0.8335, -2.3693, 1.2813], [-1.4690, 2.1887, 1.5146], [3.1109, -0.3587, -3.1567], [-0.5074, -3.6679, 1.5957], [0.1954, -1.5631, 3.2390], [0.4080, -0.2451, -2.8005], [0.9039, -0.2729, -4.1001], [2.5787, -0.3109, -1.8700], [-2.4985, 2.4520, -0.6658], [0.4292, 1.4164, 2.1474], [0.7952, 2.3371, 0.0797], [-1.2231, 3.2139, 1.7965], [0.0473, 2.4250, -1.5212], [-2.5207, 2.0171, 1.7417], [-0.8661, 1.2063, 3.3110], [-2.6883, 3.4994, -0.4271], [-2.3465, 2.3590, -1.7382], [-0.1977, 3.7448, -0.3619], [0.4571, -4.9450, 3.0260], [-3.3639, 1.8598, -0.3709]], "nbo_charge": [1.205, 0.108, 0.096, 0.072, 0.094, 0.080, -0.276, -0.291, -0.279, -0.319, -0.690, -0.509, -0.375, -0.100, 0.239, 0.021, -0.433, 0.372, -0.316, -0.264, 0.333, -0.236, -0.055, 0.352, 0.308, -0.058, -0.097, -0.100, -0.435, 0.216, 0.238, 0.229, 0.224, 0.224, 0.252, 0.227, 0.230, 0.218, 0.272, 0.224]}

No. 2
{"formula": "C6H17NO3", "method": "ωB97M-V with the def2-TZVPD basis set", "smiles": "CC[C@H](C)NC(C)=O.O.O", "homo_energy_ha": -0.3742, "lumo_energy_ev": 0.6241, "e_above_lowest_kcal_mol": 21.2, "species": ["O", "O", "O", "N", "C", "C", "C", "C", "C", "C", "H", "H", "H", "H", "H", "H", "H", "H", "H", "H", "H", "H", "H", "H", "H", "H", "H"], "positions_angstrom": [[3.1274, -1.0812, 0.8151], [0.9247, 1.5721, -0.5379], [3.8418, 1.3957, -0.6144], [-0.9754, 0.8034, 0.3996], [0.0178, -1.4601, 0.4434], [-0.8164, -0.4656, -0.3230], [-0.1052, 2.9841, 1.0706], [0.0465, 1.7161, 0.3091], [-2.3177, -2.2994, -1.3363], [-2.2566, -0.9526, -0.6338], [-1.5021, 0.7380, 1.2537], [0.6001, -0.9043, 1.1720], [3.3972, -0.4979, 1.5387], [2.9081, 1.6545, -0.7070], [-2.9662, -0.8511, 0.1980], [3.8482, 0.6354, -1.2149], [0.8228, 3.4493, 1.3879], [-1.5083, -2.9310, -0.9517], [0.7328, -2.0902, -0.0534], [-2.1512, -2.2099, -2.4000], [-2.6784, -0.1401, -1.2439], [2.6344, -0.4052, 0.3212], [-0.6712, 3.6910, 0.4594], [-0.5663, -2.1557, 1.0489], [-0.7024, 2.8758, 1.9694], [-3.2134, -2.8488, -1.0481], [-0.4712, -0.2225, -1.3226]], "nbo_charge": [-0.938, -0.674, -0.957, -0.607, -0.649, -0.061, -0.708, 0.690, -0.622, -0.397, 0.391, 0.223, 0.467, 0.490, 0.193, 0.463, 0.244, 0.208, 0.238, 0.214, 0.206, 0.469, 0.248, 0.209, 0.214, 0.219, 0.226]}

No. 3
{"formula": "C2H3BO3", "method": "ωB97M-V with the def2-TZVPD basis set", "smiles": "OB1OC=CO1", "homo_energy_ha": -0.3499, "lumo_energy_ev": 0.5826, "e_above_lowest_kcal_mol": 13.3, "species": ["O", "O", "O", "C", "C", "B", "H", "H", "H"], "positions_angstrom": [[-0.2694, 0.6907, -0.9386], [0.1062, -0.9111, 0.6753], [-1.3449, -1.4336, -1.1755], [0.8532, 0.4866, 0.9938], [0.5188, 1.2721, -0.0192], [-0.5268, -0.6168, -0.4909], [0.7723, 2.3049, -0.1975], [-1.5148, -2.2717, -0.7484], [1.4054, 0.4789, 1.9012]], "nbo_charge": [-0.648, -0.717, -0.878, 0.004, 0.084, 1.220, 0.210, 0.502, 0.224]}

No. 4
{"formula": "C34H20ClN5NaO2S", "method": "ωB97M-V with the def2-TZVPD basis set", "total_charge": -1, "homo_energy_ha": -0.1302, "lumo_energy_ev": 1.7882, "e_above_lowest_kcal_mol": 3.4, "species": ["Cl", "S", "Na", "O", "O", "N", "N", "N", "N", "N", "C", "C", "C", "C", "C", "C", "C", "C", "C", "C", "C", "C", "C", "C", "C", "C", "C", "C", "C", "C", "C", "C", "C", "C", "C", "C", "C", "C", "C", "C", "C", "C", "C", "C", "H", "H", "H", "H", "H", "H", "H", "H", "H", "H", "H", "H", "H", "H", "H", "H", "H", "H", "H", "H"], "positions_angstrom": [[8.6931, 0.0961, -1.4191], [7.1578, -3.0750, 0.0669], [0.3859, 0.2709, -0.2939], [2.1297, 1.3395, -1.8728], [2.3401, 1.2629, 0.3496], [-1.7894, 1.6293, 0.0050], [6.1543, -2.9203, -1.1908], [1.4382, -1.5373, 1.2639], [1.4629, -1.7163, -1.4189], [6.1281, -2.7734, 1.2781], [-1.9319, -2.5778, -0.2063], [-1.4843, 5.7863, 0.1011], [-2.9918, -0.4738, -0.0410], [2.5813, -1.9189, 0.6912], [-1.7249, 2.9896, 0.0341], [-4.1211, 3.1519, -0.0252], [-4.1640, 1.7969, -0.0496], [6.2213, 0.6484, -2.3765], [4.9490, -2.5409, 0.7256], [4.9640, -2.6263, -0.6947], [1.4346, -1.8176, -2.7341], [3.7343, -2.2038, 1.4368], [6.9918, 0.4577, -1.2405], [-1.7760, -1.1815, -0.1877], [2.4670, -1.7709, 3.4092], [2.7970, 1.2544, -0.8200], [4.2991, 1.0238, -0.9638], [2.5940, -2.0178, -0.7844], [-2.7275, 5.2171, 0.0587], [5.0940, 0.8251, 0.1575], [-4.3161, -2.5027, 0.0689], [-2.9559, 1.0208, -0.0234], [6.4482, 0.5422, 0.0291], [1.3849, -1.4733, 2.5787], [3.7165, -2.4914, -2.8552], [-3.1471, -3.2398, -0.0910], [-0.3363, 4.9661, 0.1113], [-0.4483, 3.6035, 0.0778], [3.6618, -2.1280, 2.8281], [3.7624, -2.3908, -1.4657], [4.8727, 0.9334, -2.2272], [2.5315, -2.2148, -3.4981], [-4.2320, -1.1214, 0.0957], [-2.8695, 3.8132, 0.0251], [4.2271, 1.0773, -3.0839], [4.6270, 0.8894, 1.1324], [-5.0342, 3.7374, -0.0500], [-1.3778, 6.8638, 0.1258], [-3.6203, 5.8332, 0.0492], [0.4322, 2.9715, 0.0873], [-5.1214, 1.3037, -0.1039], [4.5417, -2.3447, 3.4201], [2.3612, -1.7037, 4.4835], [6.6745, 0.5671, -3.3553], [0.4354, -1.1561, 2.9974], [-3.1871, -4.3257, -0.1178], [4.6095, -2.7703, -3.3994], [0.6463, 5.4201, 0.1429], [2.4469, -2.2796, -4.5743], [0.4954, -1.5496, -3.2059], [-5.1576, -0.5754, 0.2396], [7.0729, 0.3820, 0.8979], [-5.2767, -2.9939, 0.1760], [-1.0391, -3.1975, -0.3130]], "nbo_charge": [-0.036, 0.887, 0.853, -0.755, -0.795, -0.487, -0.602, -0.402, -0.399, -0.611, -0.274, -0.233, -0.098, 0.272, 0.226, -0.143, -0.256, -0.256, 0.135, 0.116, 0.084, -0.134, -0.031, -0.376, -0.257, 0.742, -0.170, 0.151, -0.196, -0.123, -0.282, 0.235, -0.284, 0.070, -0.144, -0.233, -0.238, -0.149, -0.133, -0.046, -0.164, -0.253, -0.233, -0.145, 0.243, 0.234, 0.197, 0.201, 0.198, 0.232, 0.209, 0.225, 0.215, 0.219, 0.203, 0.183, 0.226, 0.209, 0.215, 0.206, 0.174, 0.223, 0.187, 0.173]}

Electronic energy? In order: -132899.1644 -14130.6794 -8943.8271 -74906.9469 eV.